Entry 1:
{"formula": "C9H9F3O9", "method": "ωB97M-V/def2-TZVPD", "smiles": "O=C1OC[C@@H](F)O1.O=C1OC[C@@H](F)O1.O=C1OC[C@@H](F)O1", "relative_energy_kcal_mol": 138.42, "mol_weight_g_mol": 318.16, "homo_ev": -10.639, "gap_ha": 0.39003, "symbols": ["O", "C", "O", "C", "C", "F", "O", "H", "H", "H", "O", "C", "O", "C", "C", "F", "O", "H", "H", "H", "O", "C", "O", "C", "C", "F", "O", "H", "H", "H"], "positions_angstrom": [[2.958292, 2.597206, -4.172876], [2.633947, 1.712747, -3.393151], [2.549835, 1.895932, -2.101864], [2.107705, 0.714864, -1.433813], [2.594161, -0.364251, -2.498519], [1.643804, -1.310364, -2.687099], [2.575205, 0.417177, -3.717717], [2.548805, 0.525744, -0.455162], [1.030217, 0.752463, -1.273500], [3.539873, -0.865366, -2.292091], [-1.530757, 0.343639, -0.153418], [-0.732205, -0.516445, -0.045977], [0.438200, -0.546314, -0.595927], [1.203083, -1.718208, -0.561367], [0.396543, -2.430848, 0.524964], [0.977491, -2.115392, 1.711048], [-0.841299, -1.716706, 0.553499], [1.124538, -2.115202, -1.573464], [2.213353, -1.424903, -0.276044], [0.343545, -3.507047, 0.360443], [-1.505059, 2.959667, 3.721481], [-2.048538, 2.036021, 3.154833], [-1.534416, 1.317007, 2.206933], [-2.495077, 0.525323, 1.600666], [-3.665276, 0.570357, 2.571519], [-3.706740, -0.578432, 3.283108], [-3.275628, 1.701514, 3.344171], [-2.799420, 0.950470, 0.644255], [-2.091369, -0.473594, 1.435518], [-4.652816, 0.662942, 2.119549]], "forces_ev_per_angstrom": [[-1.3770, -1.9276, 1.3237], [2.5225, 2.8088, -2.4281], [-0.0547, 0.5766, 1.9146], [1.1870, 0.4170, -1.8263], [-1.5527, 2.3226, -0.3997], [0.7771, 0.6806, -3.6390], [0.3764, -1.7206, 0.9316], [0.4872, 0.7721, -0.1752], [1.3267, 0.9257, -1.2078], [0.1195, 0.2207, -0.3055], [3.3213, -0.6366, -4.6235], [0.9350, -1.9768, -1.0471], [0.2224, 1.1480, -0.7277], [-2.2121, -1.3612, 1.8591], [0.7641, 1.2234, -0.0808], [0.3187, -0.6563, 0.7532], [-1.2441, -2.0606, 0.6587], [-0.2103, -1.3053, 2.1931], [-0.0847, -0.6819, 0.2031], [-0.7438, 0.1364, 0.4935], [-0.3810, -1.3165, -0.5152], [2.2030, 3.2588, 1.2184], [2.5746, -0.4529, -1.1750], [-3.6276, -0.4542, 1.6153], [1.1736, 0.3369, -0.6267], [-0.0324, -0.3216, 1.1380], [-4.4670, -1.2339, 1.3589], [-1.0581, 0.3402, 1.5572], [-1.3702, 0.3496, 1.3440], [0.1066, 0.5889, 0.2152]], "nbo_charge": [-0.572, 0.960, -0.470, -0.160, 0.432, -0.340, -0.484, 0.198, 0.268, 0.175, -0.579, 1.019, -0.523, -0.153, 0.441, -0.337, -0.510, 0.265, 0.210, 0.187, -0.594, 0.971, -0.482, -0.124, 0.434, -0.343, -0.483, 0.225, 0.205, 0.165]}



Entry 2:
{"formula": "C31H53BrFN2O12PS", "method": "ωB97M-V/def2-TZVPD", "smiles": "[H]/N=C/C[C@]1(C[C@H](C)O)[C@@]([C@H](C)CC)(P(O)Br)NC(=O)[C@]1(CCCS)[C@H](F)CC.C[C@@H]1COC(=O)O1.C[C@@H]1COC(=O)O1.C[C@@H]1COC(=O)O1", "mol_weight_g_mol": 807.71, "homo_ev": -8.928, "gap_ha": 0.34322, "symbols": ["H", "N", "C", "C", "C", "C", "C", "C", "O", "C", "C", "C", "C", "C", "P", "O", "Br", "N", "C", "O", "C", "C", "C", "C", "S", "C", "F", "C", "C", "H", "H", "H", "H", "H", "H", "H", "H", "H", "H", "H", "H", "H", "H", "H", "H", "H", "H", "H", "H", "H", "H", "H", "H", "H", "H", "H", "H", "H", "H", "H", "H", "H", "H", "C", "C", "C", "O", "C", "O", "O", "H", "H", "H", "H", "H", "H", "C", "C", "C", "O", "C", "O", "O", "H", "H", "H", "H", "H", "H", "C", "C", "C", "O", "C", "O", "O", "H", "H", "H", "H", "H", "H"], "positions_angstrom": [[-2.922046, 2.029584, -3.122139], [-3.106242, 1.454313, -2.302240], [-2.094520, 0.725067, -2.015657], [-2.099650, -0.133527, -0.787552], [-1.979235, -1.653984, -1.028872], [-3.093298, -2.027372, -2.050237], [-4.538251, -1.469987, -2.071488], [-5.348729, -1.231011, -0.813538], [-5.279575, -2.281006, -2.992725], [-1.955209, -2.514064, 0.365533], [-1.641832, -1.880786, 1.767793], [-2.366067, -0.590044, 2.153248], [-0.131992, -1.807821, 2.104292], [0.374612, -2.954073, 2.993867], [-3.206144, -3.882581, 0.934109], [-4.202032, -4.166359, -0.327314], [-4.671778, -3.083427, 2.503119], [-0.870728, -3.475879, 0.068637], [-0.529651, -3.528786, -1.252484], [-0.198408, -4.530329, -1.861458], [-0.619729, -2.098475, -1.786119], [-0.604944, -2.255918, -3.326692], [-0.590153, -1.041214, -4.250528], [-0.040223, -1.405882, -5.637134], [1.708258, -1.025974, -5.880240], [0.782484, -1.446966, -1.418415], [1.551875, -2.477528, -0.823830], [1.027978, -0.189983, -0.574644], [1.074780, 1.140635, -1.338575], [-1.190758, 0.753692, -2.617892], [-3.053110, 0.086952, -0.308190], [-1.338749, 0.236348, -0.106774], [-2.713384, -1.637445, -2.996283], [-3.135271, -3.108984, -2.195865], [-4.476526, -0.508288, -2.586532], [-4.757263, -0.923519, 0.041500], [-6.075047, -0.436227, -1.010125], [-5.916565, -2.120643, -0.534259], [-5.519069, -3.079253, -2.517421], [-2.004881, -2.637884, 2.479829], [-3.334085, -0.465752, 1.681001], [-1.760270, 0.280764, 1.900166], [-2.512857, -0.558627, 3.235793], [0.041568, -0.854705, 2.615529], [0.478179, -1.798126, 1.209159], [0.843858, -3.747165, 2.402479], [-0.434022, -3.416363, 3.564417], [1.122905, -2.597344, 3.704095], [-4.853446, -4.823870, -0.059409], [-0.901191, -4.371118, 0.542805], [0.329724, -2.801290, -3.511578], [-1.396870, -2.939698, -3.640955], [-1.585953, -0.612326, -4.379327], [0.051606, -0.264017, -3.827971], [-0.630839, -0.952517, -6.435788], [-0.093054, -2.489802, -5.781008], [1.641127, 0.193329, -5.341834], [1.288000, -1.258755, -2.373305], [2.035330, -0.370217, -0.182618], [0.405896, -0.108620, 0.308653], [1.904140, 1.745607, -0.968296], [0.185298, 1.757935, -1.199474], [1.246210, 0.985215, -2.407318], [-4.729534, 2.625621, 4.620402], [-3.439442, 3.249475, 4.159832], [-3.547416, 4.371386, 3.144717], [-2.304725, 4.259343, 2.436839], [-1.890496, 2.978680, 2.520759], [-0.991749, 2.510885, 1.900678], [-2.648517, 2.300883, 3.413031], [-5.390048, 2.426405, 3.776055], [-4.532233, 1.682769, 5.128058], [-5.237154, 3.292518, 5.316762], [-2.834872, 3.572416, 5.012256], [-3.635229, 5.364507, 3.575223], [-4.363463, 4.194829, 2.440208], [5.157248, 3.900236, 0.831057], [4.520924, 4.258878, -0.486532], [4.494342, 5.723539, -0.864691], [3.334883, 5.804984, -1.699290], [2.484011, 4.817280, -1.346113], [1.372722, 4.714554, -1.756934], [3.095948, 3.970252, -0.477267], [4.834260, 4.576943, 1.622552], [4.879290, 2.889967, 1.126946], [6.243428, 3.944130, 0.757253], [4.957409, 3.672904, -1.302154], [5.363882, 6.062230, -1.420144], [4.337983, 6.357524, 0.010912], [5.157349, -1.826225, 0.749674], [6.307012, -0.950233, 1.151897], [7.245394, -1.497259, 2.206576], [7.730658, -0.301846, 2.828665], [6.794934, 0.661929, 2.677707], [6.810691, 1.714952, 3.223404], [5.839820, 0.250474, 1.815306], [4.665960, -2.256132, 1.623065], [4.421346, -1.252790, 0.196702], [5.509082, -2.634833, 0.109869], [6.879679, -0.630365, 0.276182], [8.080141, -2.070797, 1.814708], [6.706294, -2.083921, 2.953906]], "forces_ev_per_angstrom": [[0.0581, -0.0379, -0.0768], [0.6100, -0.4520, 0.3566], [-0.5779, 0.5785, -0.2451], [-0.3886, -0.0279, 0.1730], [-0.0013, 0.4761, -0.1432], [0.0035, -0.1854, 0.0098], [0.0492, 0.3759, -0.3100], [-0.3344, -0.0905, 0.0863], [0.0605, 0.2192, 0.0739], [0.2998, -0.0354, -0.2582], [0.2382, -0.1352, -0.0117], [0.2602, 0.1857, 0.0028], [0.0479, 0.1188, 0.2762], [0.0851, -0.0796, -0.1205], [0.0821, 0.1437, 0.0046], [-0.0931, 0.2914, -0.0614], [-0.1381, 0.1846, -0.3126], [-0.6267, -0.3659, -0.1605], [0.4313, -0.7187, -0.3924], [-0.1680, 0.7482, 0.5473], [0.0022, 0.0463, 0.2115], [0.1209, -0.2408, -0.1571], [0.1863, 0.0204, -0.0038], [-0.3646, -0.3324, -0.1396], [0.1618, -0.0618, 0.1465], [-0.0946, 0.0954, -0.0906], [0.1727, 0.1908, 0.0252], [0.3302, 0.0483, 0.0054], [0.0402, 0.0925, 0.1485], [0.0141, -0.0163, 0.0367], [0.0734, -0.0984, -0.0187], [0.0259, 0.0002, -0.1247], [-0.1639, -0.1402, 0.1416], [-0.0182, 0.0012, 0.1597], [0.0172, -0.1083, 0.1638], [0.1114, -0.0386, 0.1367], [0.0710, -0.1156, 0.0325], [0.1320, -0.0384, 0.1073], [-0.0358, -0.2655, 0.0408], [-0.0275, 0.0362, -0.0931], [-0.1905, -0.1220, 0.0414], [-0.1007, -0.0797, 0.0270], [-0.0007, -0.0599, -0.0800], [-0.0148, -0.0837, -0.0322], [-0.0609, -0.0101, 0.0240], [-0.0958, 0.0742, 0.0211], [0.0158, 0.0657, 0.0882], [-0.0160, -0.0408, -0.0262], [-0.0827, -0.2092, -0.1137], [0.1564, -0.0412, 0.0254], [-0.1294, -0.0016, 0.0388], [0.1747, 0.0343, -0.0003], [0.0089, 0.0090, 0.0831], [-0.1271, 0.0791, -0.0462], [0.1034, 0.0401, 0.1083], [-0.1039, 0.0905, -0.0428], [0.0985, 0.2070, -0.0519], [-0.0895, -0.0858, 0.1053], [-0.0739, -0.0303, -0.0348], [-0.0390, 0.0060, -0.0832], [-0.0798, -0.0341, -0.0343], [0.0507, -0.1332, -0.0973], [-0.0482, 0.0554, 0.0081], [-0.0174, -0.0615, -0.1242], [0.0354, 0.0376, -0.0550], [-0.0183, -0.0250, -0.0208], [-0.0711, 0.1376, -0.0225], [-0.1174, 0.0051, 0.0709], [0.1129, -0.0513, -0.1006], [0.0426, -0.0427, 0.1183], [0.0086, -0.0095, -0.0088], [0.0233, 0.0249, 0.0508], [-0.0200, 0.0162, -0.0041], [0.0029, -0.0296, 0.0214], [0.0951, 0.0153, -0.0016], [-0.0378, 0.0188, 0.0191], [-0.2078, 0.0314, 0.0889], [-0.1491, -0.0980, -0.0145], [0.0144, 0.0600, 0.0596], [0.0846, 0.1990, -0.0597], [0.0254, -0.1316, 0.0170], [0.1419, -0.1234, 0.1707], [0.0353, 0.0387, -0.1507], [-0.0132, 0.0184, -0.0134], [0.0663, -0.0408, -0.0488], [0.0074, 0.0198, -0.0249], [-0.0266, -0.0276, 0.0269], [-0.0137, -0.0150, -0.0621], [0.0521, 0.0137, 0.0270], [-0.0839, -0.0887, 0.1554], [0.0716, 0.1287, 0.0237], [-0.0318, -0.0193, 0.0444], [0.1219, -0.0688, 0.0912], [-0.0300, -0.1430, -0.0543], [0.0030, 0.1797, 0.0538], [-0.0407, -0.0559, -0.1991], [-0.0092, 0.0094, 0.0037], [-0.0840, 0.0590, -0.1342], [0.0038, -0.0285, 0.0038], [-0.0350, 0.0320, -0.0171], [0.0529, 0.0672, -0.0100], [-0.0020, -0.0506, -0.0148]], "mulliken_charge": [0.302, -0.743, -1.301, 0.055, 4.667, -1.783, -0.482, -1.089, -0.646, 0.108, -0.359, -1.575, -0.296, -1.676, -0.282, -0.419, -0.267, 0.202, -0.936, -0.713, 1.048, -2.614, 0.138, -0.964, -0.217, 0.398, -0.544, -0.176, -1.236, 0.449, 0.545, -0.279, -0.017, 1.136, 0.382, 0.187, 0.287, 0.294, 0.454, 1.006, -0.033, -0.102, 0.640, 0.609, -0.284, 0.356, 0.351, 0.390, 0.375, 0.565, 0.760, 0.846, 0.190, -0.139, 0.431, 0.372, 0.116, 1.010, 0.489, -0.793, 0.227, 0.477, 0.126, -1.472, 0.458, -0.499, -0.324, 0.575, -0.502, -0.251, 0.341, 0.353, 0.414, 0.277, 0.286, 0.300, -1.363, 0.585, -0.581, -0.354, 0.601, -0.510, -0.266, 0.328, 0.281, 0.402, 0.243, 0.303, 0.323, -1.265, 0.615, -0.576, -0.340, 0.618, -0.524, -0.279, 0.355, 0.128, 0.400, 0.256, 0.320, 0.327]}